# 1
This record from the Open Molecules 2025 dataset describes a gas-phase ion, C23H24N3O2S (charge +1) at a distorted geometry. The level of theory is ωB97M-V/def2-TZVPD.

Geometry as ORCA input:
```
! wB97M-V def2-TZVPD RIJCOSX def2/J DEFGRID3
* xyz 1 1
C -0.04322 -2.88741 1.03926
C -1.46349 -2.54525 0.70956
C -2.49358 -3.34915 1.18348
C -3.81027 -3.08446 0.86229
C -4.12056 -2.01491 0.04092
C -3.12373 -1.18396 -0.44481
C -3.45620 -0.02992 -1.34098
C -1.79915 -1.44733 -0.08273
N -0.78193 -0.59379 -0.60337
C 0.12506 0.02911 0.14979
O 0.21179 -0.01860 1.35508
C 1.26395 0.81248 -0.64833
C 0.85637 1.20257 -2.07132
C 2.40924 -0.17194 -0.64221
C 2.65687 -1.05163 -1.69535
C 3.69474 -1.96196 -1.63429
C 4.50345 -1.99010 -0.50293
C 4.21961 -1.11879 0.51931
N 3.19674 -0.25268 0.44957
C 2.95193 0.59921 1.58447
C 2.38721 1.97283 1.21189
O 2.66264 2.93122 1.88834
N 1.61707 2.01116 0.10325
C 0.89580 3.26482 -0.13375
C -0.55678 3.15489 0.19050
C -1.12659 2.82731 1.38272
C -2.53817 2.85168 1.34362
C -3.02390 3.20488 0.12734
S -1.76801 3.50896 -1.00670
H 0.03104 -3.92957 1.33687
H 0.61286 -2.71781 0.18393
H 0.30571 -2.26739 1.86528
H -2.25124 -4.19698 1.80554
H -4.59608 -3.71845 1.24150
H -5.14785 -1.81889 -0.22461
H -3.04724 0.89897 -0.94660
H -3.05844 -0.18665 -2.34534
H -4.53308 0.08006 -1.42580
H -0.92454 -0.30671 -1.56032
H -0.02721 1.83490 -2.05385
H 1.66788 1.75216 -2.54449
H 0.63644 0.33820 -2.68894
H 2.04231 -1.02786 -2.57786
H 3.87463 -2.63538 -2.45709
H 5.32974 -2.67596 -0.41713
H 4.80424 -1.10328 1.42694
H 3.87126 0.76172 2.15167
H 2.21170 0.13506 2.24711
H 1.36808 3.98811 0.53994
H 1.04641 3.60451 -1.15877
H -0.55825 2.57841 2.26035
H -3.16153 2.62313 2.18811
H -4.04376 3.32041 -0.18108
*
```

Calculated values
Orbital gap, eV: 7.14
HOMO energy, eV: -11.37
SMILES: Cc1cccc(C)c1NC(=O)[C@]1(C)c2cccc[n+]2CC(=O)N1Cc1cccs1

***

# 2
This record from the Open Molecules 2025 dataset describes 3 unconnected molecules or ions with the total composition C3H13N2O3 at a distorted geometry. The level of theory is ωB97M-V/def2-TZVPD.

Geometry as ORCA input:
```
! wB97M-V def2-TZVPD RIJCOSX def2/J DEFGRID3
* xyz 2 2
C -2.29430 0.50491 0.27680
C -0.78695 0.52403 0.32286
C -0.12032 -0.62540 0.91584
N 0.93438 -0.43492 1.92955
O 0.57006 -1.46450 -0.13498
N -3.01179 -0.07838 -0.90903
H -2.65205 -0.05343 1.14541
H -2.71876 1.54776 0.34039
H -0.86648 -1.33242 1.41193
H -0.44838 1.52134 0.49863
H 1.59854 -1.19077 2.00386
H 1.46278 0.42575 1.74917
H -3.21903 0.57509 -1.63937
H 0.23850 -2.36807 -0.17750
H -2.54556 -0.83782 -1.34980
H 2.86083 0.59531 -0.61871
H 4.12192 0.92764 0.13698
O 3.26506 0.62680 0.21657
H 1.34521 0.57551 -2.81259
H 0.73374 0.07727 -1.40596
O 1.53261 0.48429 -1.90004
*
```

Calculated values
Orbital gap (spin up / spin down), eV: 5.04 / 4.76
HOMO energy (spin up / spin down), eV: -18.41 / -18.38
ΔE to the lowest compared entry with this formula, charge and spin, kJ/mol: 634.53

***

# 3
This record from the Open Molecules 2025 dataset describes C2H2OS3 in the gas phase at a distorted geometry. The level of theory is ωB97M-V/def2-TZVPD.

Geometry as ORCA input:
```
! wB97M-V def2-TZVPD RIJCOSX def2/J DEFGRID3
* xyz 0 1
O 1.09107 -0.55591 1.10225
C 0.03601 0.27172 0.68603
S 0.24789 2.02059 -0.13670
S -0.56051 0.97047 -1.70945
C -0.54475 -0.29641 -0.62173
S -0.77436 -1.87487 -1.13526
H 1.21751 -1.14034 0.33641
H -0.71287 0.60475 1.47845
*
```

Calculated values
Orbital gap, eV: 7.75
HOMO energy, eV: -8.75
ΔE to the lowest compared entry with this formula, charge and spin, kJ/mol: 91.02
SMILES: O[C@H]1SSC1=S

***

# 4
This record from the Open Molecules 2025 dataset describes 3 unconnected molecules or ions with the total composition C5H4N2O2 at a distorted geometry. The level of theory is ωB97M-V/def2-TZVPD.

Geometry as ORCA input:
```
! wB97M-V def2-TZVPD RIJCOSX def2/J DEFGRID3
* xyz 0 1
C -0.46223 -0.45652 -0.03687
C 0.90669 -0.00526 -0.27906
C 1.79264 -0.37513 0.93501
C -0.05042 1.16312 -1.97281
C -1.13175 0.21813 -1.16466
H -0.48744 -0.52152 2.49676
H -2.14600 -0.34432 1.91428
H 1.13522 -0.64628 2.04891
H -0.52429 1.37930 -3.08152
N -0.81683 -1.57428 0.78836
N 1.13228 0.87375 -1.44230
O 3.05615 -0.26036 0.97722
O -2.40402 0.54938 -1.18334
*
```

Calculated values
Orbital gap, eV: 6.28
HOMO energy, eV: -9.53
ΔE to the lowest compared entry with this formula, charge and spin, kJ/mol: 1345.40

***

# 5
This record from the Open Molecules 2025 dataset describes a gas-phase ion, C6H6N (charge +1) at a distorted geometry. The level of theory is ωB97M-V/def2-TZVPD.

Geometry as ORCA input:
```
! wB97M-V def2-TZVPD RIJCOSX def2/J DEFGRID3
* xyz 1 1
C -0.02053 1.43104 -0.17182
C -1.20394 1.16298 0.11593
C -1.72791 -0.17295 0.46836
C -1.37700 -0.77499 -0.75982
N -0.45304 -1.06164 0.13319
C 0.89741 -0.63100 0.36333
C 1.29040 0.86648 -0.13228
H -2.36854 -0.31395 1.20426
H -1.43992 -0.82653 -1.77859
H 1.48044 -1.42959 -0.19838
H 1.17391 -0.51339 1.34213
H 1.92015 0.82460 -1.13514
H 1.82857 1.43895 0.54884
*
```

Calculated values
Orbital gap, eV: 8.83
HOMO energy, eV: -14.83
ΔE to the lowest compared entry with this formula, charge and spin, kJ/mol: 485.50
SMILES: C1#C[C@H]2C=[N+]2CC1